Formula: C4H4S
Source: OMol25
Level of theory: ωB97M-V/def2-TZVPD

Calculated values
Molar mass: 84.14 g mol⁻¹
Electronic energy: -15042.462 eV
LUMO energy: 0.3 eV
ΔE to the lowest compared entry with this formula, charge and spin: 5.217 eV

Geometry as ORCA input:
```
! RIJCOSX wB97M-V def2-TZVPD def2/J DEFGRID3
* xyz 0 1
C 0.829 -0.331 -2.486
C 0.723 -0.990 -0.042
C 0.584 -0.333 -1.282
C 0.565 -1.030 1.131
S -2.059 1.590 1.302
H 0.827 0.133 -3.413
H -0.513 1.794 1.058
H 0.928 -1.154 2.205
H -1.884 0.321 1.527
*
```

---

Formula: C4H4S
Source: OMol25
Level of theory: ωB97M-V/def2-TZVPD

Calculated values
Molar mass: 84.14 g mol⁻¹
Electronic energy: -15042.657 eV
LUMO energy: -0.3 eV
ΔE to the lowest compared entry with this formula, charge and spin: 5.022 eV

Geometry as ORCA input:
```
! RIJCOSX wB97M-V def2-TZVPD def2/J DEFGRID3
* xyz 0 1
C 0.887 0.981 0.357
C 1.414 0.190 -0.594
C -1.477 -0.587 0.001
C 0.202 -0.428 0.023
S -2.693 0.525 0.252
H 0.973 2.128 0.493
H 2.025 0.142 -1.366
H -1.633 -1.659 0.037
H 0.302 -1.291 0.797
*
```

---

Formula: C4H4S2
Source: OMol25
Level of theory: ωB97M-V/def2-TZVPD

Calculated values
Molar mass: 116.21 g mol⁻¹
Electronic energy: -25878.583 eV
LUMO energy: -0.2 eV
ΔE to the lowest compared entry with this formula, charge and spin: 4.139 eV

Geometry as ORCA input:
```
! RIJCOSX wB97M-V def2-TZVPD def2/J DEFGRID3
* xyz 0 1
C 1.026 0.548 0.446
C 1.383 -0.356 -0.544
C -1.501 0.195 -0.472
C -0.075 -0.161 1.027
S -2.990 -0.119 -0.124
S 0.317 -1.572 -0.116
H 1.123 1.637 0.439
H 2.030 -0.420 -1.392
H -0.713 0.459 -1.240
H -0.599 -0.212 1.976
*
```

---

Formula: C4H4S4
Source: OMol25
Level of theory: ωB97M-V/def2-TZVPD

Calculated values
Molar mass: 180.34 g mol⁻¹
Electronic energy: -47551.632 eV
LUMO energy (spin up / spin down): -2.5 / -2.5 eV
ΔE to the lowest compared entry with this formula, charge and spin: 0.654 eV

Geometry as ORCA input:
```
! RIJCOSX wB97M-V def2-TZVPD def2/J DEFGRID3
* xyz 0 1
C -0.597 -0.479 0.762
C -1.628 -0.226 -0.117
C 0.776 0.121 0.709
C 1.242 0.138 -0.722
S -0.888 -1.562 1.995
S -3.160 -0.967 -0.123
S -1.594 0.901 -1.498
S 0.350 1.561 -1.641
H 0.898 1.178 1.184
H 1.372 -0.509 1.478
H 2.272 0.556 -0.744
H 0.956 -0.712 -1.283
*
```

---

Formula: C4H5AlLiO2
Source: OMol25
Level of theory: ωB97M-V/def2-TZVPD

Calculated values
⟨S²⟩: 0.751
Molar mass: 119.00 g mol⁻¹
Electronic energy: -15105.302 eV
LUMO energy (spin up / spin down): -9.6 / -12.4 eV
ΔE to the lowest compared entry with this formula, charge and spin: 0.449 eV

Geometry as ORCA input:
```
! RIJCOSX wB97M-V def2-TZVPD def2/J DEFGRID3
* xyz 2 2
C -1.247 -0.468 -0.812
C -0.490 -0.713 0.459
C 0.780 -0.339 0.787
C 1.509 0.666 0.085
O 2.694 0.941 0.351
O -2.542 -0.147 -0.594
Li -3.863 0.247 0.410
Al 3.731 1.892 -0.144
H -0.714 0.230 -1.487
H -1.099 -1.160 1.253
H 1.294 -0.820 1.622
H 1.007 1.211 -0.732
H -1.059 -1.537 -1.199
*
```

---

Formula: C4H5B2F11O2Sn
Source: OMol25
Level of theory: ωB97M-V/def2-TZVPD

Calculated values
⟨S²⟩: 0.753
Molar mass: 434.39 g mol⁻¹
Electronic energy: -45413.937 eV
LUMO energy (spin up / spin down): 1.8 / 1.9 eV

Geometry as ORCA input:
```
! RIJCOSX wB97M-V def2-TZVPD def2/J DEFGRID3
* xyz -1 2
Sn -1.852 -0.609 2.200
B 0.882 -1.831 3.440
F 0.940 -1.526 2.045
F 2.063 -2.248 3.915
F 0.613 -0.617 3.983
F -0.217 -2.669 3.602
B -4.027 -1.671 -0.246
F -4.765 -2.367 0.647
F -4.796 -1.574 -1.402
F -3.944 -0.392 0.243
F -2.812 -2.263 -0.386
C 2.415 3.173 -1.028
C 1.404 2.253 -0.468
O 1.329 1.262 -1.363
C 0.419 0.272 -1.216
O -0.293 0.151 -0.172
C 0.522 -0.795 -2.340
F -0.611 -0.893 -3.012
F 1.608 -0.589 -3.157
F 0.660 -2.063 -1.806
H 2.131 3.726 -1.923
H 3.319 2.619 -1.281
H 2.776 3.962 -0.368
H 0.481 2.828 -0.395
H 1.756 1.863 0.488
*
```

---

Formula: C4H5BCl16InO3
Source: OMol25
Level of theory: ωB97M-V/def2-TZVPD

Calculated values
Molar mass: 793.96 g mol⁻¹
Electronic energy: -216581.951 eV
LUMO energy: 1.6 eV

Geometry as ORCA input:
```
! RIJCOSX wB97M-V def2-TZVPD def2/J DEFGRID3
* xyz -1 1
O 5.304 -3.115 -1.234
B 5.243 -1.689 -0.855
O 6.249 -0.652 -1.249
O 4.138 -1.252 0.021
In 2.270 -1.384 -0.927
H 5.042 -3.622 -0.386
H 6.547 -0.274 -0.351
H 1.561 0.303 -0.904
H 2.442 -1.989 -2.611
H 1.267 -2.514 0.108
C 2.567 3.242 -2.578
Cl 3.473 1.747 -2.232
Cl 1.025 3.221 -1.686
Cl 3.529 4.652 -2.068
Cl 2.240 3.347 -4.327
C -1.876 -0.900 1.280
Cl -1.141 0.304 0.191
Cl -2.305 -2.358 0.349
Cl -0.712 -1.334 2.557
Cl -3.343 -0.214 2.021
C -3.843 1.257 -3.163
Cl -2.846 1.009 -4.619
Cl -5.560 1.351 -3.630
Cl -3.607 -0.107 -2.042
Cl -3.361 2.774 -2.363
C -4.860 -0.360 6.140
Cl -6.355 -0.879 5.321
Cl -4.779 -1.107 7.755
Cl -3.449 -0.870 5.178
Cl -4.858 1.414 6.304
*
```

---

Formula: C4H5BeO2
Source: OMol25
Level of theory: ωB97M-V/def2-TZVPD

Calculated values
Molar mass: 94.09 g mol⁻¹
Electronic energy: -8714.318 eV
LUMO energy: -6.5 eV
ΔE to the lowest compared entry with this formula, charge and spin: 0.000 eV

Geometry as ORCA input:
```
! RIJCOSX wB97M-V def2-TZVPD def2/J DEFGRID3
* xyz 1 1
H 1.244 2.451 -1.597
O -0.258 1.557 0.057
C -0.441 -0.794 0.374
C -0.964 -1.749 1.274
C -0.775 0.526 0.668
C 0.646 -1.128 -0.559
O 1.306 -0.315 -1.207
Be 0.988 1.213 -1.145
H -0.612 2.406 0.371
H -0.408 -2.702 1.081
H -1.459 0.734 1.495
H 0.732 -2.199 -0.813
*
```

---

Formula: C4H5Br
Source: OMol25
Level of theory: ωB97M-V/def2-TZVPD

Calculated values
Molar mass: 132.99 g mol⁻¹
Electronic energy: -74267.891 eV
LUMO energy: 0.6 eV
ΔE to the lowest compared entry with this formula, charge and spin: 2.071 eV

Geometry as ORCA input:
```
! RIJCOSX wB97M-V def2-TZVPD def2/J DEFGRID3
* xyz 0 1
C 0.094 -0.227 1.259
C -2.411 -2.108 -1.145
C -0.094 1.088 1.314
C -2.869 -1.105 -0.773
Br -3.539 0.482 -0.165
H 1.006 -0.770 1.269
H -0.724 -0.864 1.028
H -1.092 1.461 1.122
H -1.850 -3.028 -1.234
H 0.714 1.783 1.492
*
```

---

Formula: C4H5Br6CaO2Rb
Source: OMol25
Level of theory: ωB97M-V/def2-TZVPD

Calculated values
⟨S²⟩: 0.750
Molar mass: 690.05 g mol⁻¹
Electronic energy: -447667.690 eV
LUMO energy (spin up / spin down): -3.6 / -3.8 eV

Geometry as ORCA input:
```
! RIJCOSX wB97M-V def2-TZVPD def2/J DEFGRID3
* xyz 1 2
Rb 1.760 -0.234 -4.295
Ca -0.849 2.575 -2.275
C -0.531 -1.203 -0.318
C -0.519 0.151 -1.007
O -0.986 1.131 -0.406
O -0.114 0.211 -2.181
H 0.503 -1.545 -0.271
H -1.175 -1.893 -0.862
H -0.922 -1.054 0.689
C 4.421 -0.115 0.595
Br 4.901 -0.768 -1.185
Br 5.961 -0.093 1.835
Br 2.872 -1.250 1.211
H 4.069 0.910 0.478
C -3.743 0.654 1.617
Br -4.364 -0.949 0.606
Br -4.394 0.479 3.424
Br -4.233 2.383 0.828
H -2.658 0.611 1.517
*
```

---

Formula: C4H5BrF6NO4PS2
Source: OMol25
Level of theory: ωB97M-V/def2-TZVPD

Calculated values
Molar mass: 420.09 g mol⁻¹
Electronic energy: -131210.153 eV
LUMO energy: -3.3 eV

Geometry as ORCA input:
```
! RIJCOSX wB97M-V def2-TZVPD def2/J DEFGRID3
* xyz 0 1
C 0.153 0.281 4.524
C 0.428 -0.289 3.361
P 0.428 -2.089 3.392
Br 1.343 -2.919 1.623
H 0.784 1.027 4.983
H -0.728 -0.080 5.047
H 0.618 0.248 2.439
H -0.909 -2.531 3.458
H 1.100 -2.524 4.538
C 1.148 -0.534 -4.073
F 1.373 -0.707 -5.377
F 0.891 -1.743 -3.536
F 2.288 -0.089 -3.514
S -0.241 0.635 -3.799
O -1.372 0.006 -4.410
O 0.194 1.863 -4.391
N -0.204 0.587 -2.208
S -1.254 1.479 -1.437
O -2.620 1.053 -1.504
O -1.032 2.892 -1.463
C -0.712 0.970 0.240
F 0.582 1.275 0.481
F -0.824 -0.367 0.420
F -1.433 1.557 1.207
*
```

---

Formula: C4H5BrFN
Source: OMol25
Level of theory: ωB97M-V/def2-TZVPD

Calculated values
Molar mass: 165.99 g mol⁻¹
Electronic energy: -78474.498 eV
LUMO energy: 0.2 eV
ΔE to the lowest compared entry with this formula, charge and spin: 2.693 eV

Geometry as ORCA input:
```
! RIJCOSX wB97M-V def2-TZVPD def2/J DEFGRID3
* xyz 0 1
C -1.615 -0.796 0.002
C -0.210 -0.114 -0.807
C -1.042 0.982 1.532
C -0.355 1.295 -0.982
N -1.374 -0.167 1.210
F 0.857 -1.007 -0.624
Br -0.658 1.181 3.417
H -1.644 -1.835 0.230
H -2.629 -0.504 -0.399
H -0.932 1.842 1.056
H -1.381 1.513 -0.870
H 0.251 2.275 -0.801
*
```